1.
A molecular structure, C26H20BrClN2O2PS4Sr. Source: the OMol25 dataset; level of theory: ωB97M-V/def2-TZVPD.

Each line ends with the Löwdin charge.
CARTESIAN COORDINATES (ANGSTROEM)
H (-1.82, -4.31, -4.64)  0.093
C (-0.47, 0.70, -1.17)  -0.080
C (-3.23, 2.74, 1.65)  -0.188
C (4.05, -3.90, -1.53)  -0.101
H (-1.44, 0.21, -1.11)  0.105
C (-2.01, 4.31, 2.72)  -0.736
C (0.72, -1.52, -3.82)  -0.086
C (0.11, -2.23, -2.79)  -0.299
C (4.15, -2.87, 0.63)  -0.120
C (-0.48, -2.84, -5.44)  -0.116
C (0.42, -1.83, -5.15)  -0.102
H (1.41, -0.72, -3.60)  0.103
C (-0.44, 2.09, -1.22)  -0.074
S (-1.13, 1.25, 7.60)  0.261
H (4.47, -4.54, -2.29)  0.094
H (4.64, -2.69, 1.58)  0.098
O (-3.86, 1.71, -0.40)  0.014
C (-0.80, -3.24, -3.09)  -0.078
H (-1.24, -3.77, -2.25)  0.086
H (0.90, -1.28, -5.95)  0.092
H (2.92, 2.53, -1.28)  0.093
C (0.78, 2.76, -1.26)  -0.100
H (-0.03, 2.42, 1.84)  -0.025
C (-4.21, 3.98, 3.45)  -0.074
C (2.23, -2.45, -0.80)  -0.295
C (-3.24, 1.58, 0.65)  -0.667
H (2.30, -3.48, -2.68)  0.098
C (-4.33, 3.03, 2.45)  -0.024
C (1.93, 0.64, -1.19)  -0.131
C (-0.48, -2.82, -0.09)  -0.895
N (-2.07, 3.40, 1.79)  0.091
C (0.70, -0.04, -1.15)  -0.313
H (2.86, 0.08, -1.18)  0.096
H (-0.72, -3.07, -6.47)  0.089
Sr (-1.15, -0.30, 2.75)  0.914
C (2.92, -2.26, 0.39)  -0.625
C (-3.02, 4.65, 3.60)  -0.126
H (0.97, 1.85, 3.03)  0.016
C (-1.10, -3.53, -4.41)  -0.094
Br (-0.33, 5.24, 2.86)  0.676
C (2.82, -3.29, -1.75)  -0.075
H (5.67, -4.16, -0.14)  0.094
Cl (2.29, -1.24, 1.65)  0.730
H (-5.04, 4.17, 4.12)  0.107
C (4.72, -3.69, -0.33)  -0.105
H (-1.37, 2.64, -1.21)  0.102
H (-2.86, 5.38, 4.38)  0.094
C (-1.13, 0.69, 6.03)  -1.943
S (0.23, -0.18, 5.39)  0.187
S (-2.52, 0.99, 5.00)  0.221
C (1.96, 2.02, -1.25)  -0.112
H (-5.25, 2.47, 2.30)  0.121
P (0.49, -1.89, -1.03)  0.780
H (1.32, 1.57, 1.44)  -0.004
O (-2.53, 0.61, 1.05)  -0.234
H (0.81, 3.84, -1.28)  0.096
N (0.58, 1.65, 2.12)  -0.013
S (-1.09, -3.07, 1.45)  0.284

Values from the calculation:
- E_LUMO (alpha / beta): 0.1482 / 0.1482 hartree
- Net charge: -2
- Relative energy (zero: lowest compared OMol25 entry of this formula, charge and spin): 23.6 kJ/mol
- HOMO (alpha / beta): -1.07 / -1.08 eV
- 2S+1: 2
- Orbital gap (alpha / beta): 5.1 / 5.1 eV


2.
A molecular structure, C26H20Cl5N7O5RuSe. Source: the OMol25 dataset; level of theory: ωB97M-V/def2-TZVPD.

Each line ends with the Löwdin charge.
CARTESIAN COORDINATES (ANGSTROEM)
C (0.70, -0.81, 3.70)  -0.027
N (-1.11, -3.39, 2.02)  -0.102
N (-0.51, 2.30, 1.49)  0.060
C (3.19, -2.41, -3.54)  -0.026
C (-1.89, 0.68, 1.39)  -0.127
C (-2.35, -0.65, 0.85)  -0.565
H (1.70, -1.00, 3.31)  0.052
Ru (0.43, 0.09, -0.46)  1.157
O (-4.06, 2.66, 3.60)  0.122
O (-1.55, -1.16, 0.02)  -0.135
C (1.05, -1.71, -2.77)  -0.303
Cl (3.98, 5.92, -1.95)  0.726
C (-2.47, 1.65, 2.22)  -0.032
C (-2.38, -0.74, -3.50)  0.021
Cl (1.56, 4.13, -2.81)  0.744
O (-3.44, -1.10, 1.23)  0.057
H (-4.13, -0.11, 2.31)  0.060
C (-1.45, -4.23, 0.89)  -0.006
H (0.35, 2.81, 1.30)  0.147
H (-3.49, 2.35, -2.66)  0.120
Cl (4.90, 2.60, 2.20)  0.720
N (-0.34, -1.78, -2.84)  0.148
C (4.00, 3.06, 0.81)  -0.703
H (0.35, 0.16, 3.35)  0.072
N (-0.69, 1.08, 0.98)  -0.073
C (2.95, -0.74, -1.88)  -0.117
H (3.34, -0.03, -1.17)  0.093
H (-2.15, -4.99, 1.23)  0.101
H (1.34, -3.20, -4.29)  0.124
H (-1.53, -1.97, 4.92)  0.137
Se (1.15, -2.21, 0.69)  0.772
Cl (5.67, 5.15, 0.56)  0.710
H (-0.55, -4.70, 0.50)  0.081
O (-4.52, 0.60, 2.89)  0.138
C (-1.85, -3.29, 3.18)  -0.014
H (-1.91, -3.61, 0.11)  0.088
C (-1.55, 2.68, 2.24)  0.037
C (4.34, 4.19, 0.08)  -0.713
H (-1.38, 2.22, -1.34)  0.113
C (-1.72, 1.41, -1.96)  -0.086
C (2.91, 2.28, 0.42)  -0.590
C (-1.27, -2.34, 3.94)  -0.012
H (4.84, -1.37, -2.61)  0.120
N (-0.92, 0.32, -1.97)  -0.018
H (-1.58, 3.62, 2.76)  0.152
H (0.73, -0.83, 4.79)  0.106
C (2.50, 3.74, -1.43)  -0.612
C (2.14, 2.58, -0.71)  -0.479
C (-2.87, 1.46, -2.70)  -0.023
N (-0.19, -1.87, 3.24)  -0.100
H (-0.67, -2.51, -3.45)  0.147
C (-0.11, -2.50, 2.05)  -0.642
H (-4.14, 0.34, -4.03)  0.124
C (-1.21, -0.71, -2.75)  -0.278
C (3.77, -1.49, -2.68)  -0.028
H (-2.61, -1.60, -4.11)  0.125
N (1.61, -0.87, -1.90)  -0.078
Cl (2.48, 0.85, 1.30)  0.729
O (1.10, 1.88, -1.11)  -0.279
H (-2.72, -3.90, 3.35)  0.139
C (3.58, 4.52, -1.04)  -0.694
C (-3.23, 0.35, -3.46)  -0.021
C (1.82, -2.52, -3.60)  0.018
H (3.81, -3.03, -4.18)  0.123
C (-3.77, 1.69, 2.96)  -0.501

Values from the calculation:
- E_LUMO (alpha / beta): -0.1148 / -0.1487 hartree
- Net charge: +1
- Relative energy (zero: lowest compared OMol25 entry of this formula, charge and spin): 62.8 kJ/mol
- HOMO (alpha / beta): -10.68 / -10.87 eV
- 2S+1: 2
- Orbital gap (alpha / beta): 7.6 / 6.8 eV